Here is a cluster of 2 separate species, C3H6BrO2P in total at a distorted geometry from OMol25. Energies are from wB97M-V/def2-TZVPD.

Element x y z (Å)
1 C 1.48 -1.48 1.09
2 C -1.46 0.66 0.26
3 C -1.79 0.48 -1.22
4 O 1.31 -0.49 0.24
5 O -1.45 -0.22 1.06
6 P 1.92 0.69 -0.52
7 Br 4.10 0.67 0.17
8 H 2.38 -1.57 1.52
9 H 0.60 -1.75 1.66
10 H -1.26 1.79 0.44
11 H -2.89 0.41 -1.30
12 H -1.40 -0.53 -1.62
13 H -1.53 1.35 -1.78

The strongest force on any atom comes out at 3.846 eV/Å. As for the spin multiplicity: 1. Its energy above the lowest of the compared OMol25 structures with the same formula, charge and spin is 59.4 kcal per mole.

These are the Löwdin partial charges, in e, on atoms 1 to 2: atom 1 (C): -0.0363, atom 2 (C): -0.3660



Here is a cluster of 2 separate species, C2H8N2 in total at a distorted geometry from OMol25. Energies are from wB97M-V/def2-TZVPD.

Element x y z (Å)
1 N -0.20 -2.38 0.25
2 H -0.49 -2.91 1.04
3 H 0.14 -3.05 -0.51
4 H 0.53 -1.81 0.39
5 C 0.79 1.58 -1.00
6 C 0.37 1.02 0.13
7 N -0.86 0.52 0.46
8 H 0.11 1.72 -1.90
9 H 1.83 1.66 -1.15
10 H 1.00 0.88 1.11
11 H -1.02 0.00 1.32
12 H -1.59 0.95 -0.07

The strongest force on any atom comes out at 5.612 eV/Å. The structure (SMILES) is C=CN.N. As for the spin multiplicity: 1. Its energy above the lowest of the compared OMol25 structures with the same formula, charge and spin is 29.6 kcal per mole.

These are the Löwdin partial charges, in e, on atoms 1 to 2: atom 1 (N): 0.0267, atom 2 (H): -0.0055



Here is a cluster of 6 separate species, C49H70ClFN8O5PSi in total at a distorted geometry from OMol25. Energies are from wB97M-V/def2-TZVPD.

Element x y z (Å)
1 C -3.06 -2.56 0.23
2 C -3.21 -1.65 -0.51
3 C -3.33 -0.48 -1.38
4 C -2.06 0.42 -1.45
5 C -1.02 -0.63 -1.95
6 C 0.31 -0.32 -2.66
7 O 0.79 1.02 -2.55
8 C -1.78 1.16 -0.07
9 C -0.71 0.43 0.80
10 C 0.77 0.30 0.46
11 O 1.12 -1.08 0.25
12 Si 1.60 -1.97 1.59
13 C 1.07 -3.72 1.23
14 C 3.46 -2.00 1.79
15 C 0.76 -1.47 3.20
16 C -2.97 1.07 0.96
17 C -4.40 1.60 0.72
18 N -5.43 0.59 1.14
19 C -6.59 0.53 0.25
20 C -7.27 -0.84 0.35
21 C -5.83 0.83 2.48
22 C -4.78 0.58 3.54
23 O -6.93 1.19 2.78
24 C -1.53 2.70 -0.38
25 C -2.31 3.78 0.38
26 C -3.48 4.43 -0.36
27 F -4.35 4.98 0.58
28 P 0.20 3.45 -0.27
29 N 0.19 4.88 -0.95
30 C -1.69 2.76 -1.93
31 N -2.41 1.51 -2.50
32 Cl -1.69 1.33 -4.11
33 C -3.83 1.92 -2.84
34 C -4.65 1.12 -3.87
35 O -4.69 1.46 -5.00
36 O -5.49 0.17 -3.36
37 H -2.98 -3.41 0.87
38 H -3.54 -0.86 -2.38
39 H -4.23 0.03 -1.07
40 H -1.54 -1.30 -2.63
41 H -0.78 -1.27 -1.11
42 H 1.08 -0.99 -2.27
43 H 0.23 -0.58 -3.72
44 H 1.22 1.25 -3.38
45 H -1.07 -0.59 0.88
46 H -0.79 0.81 1.82
47 H 1.36 0.66 1.31
48 H 1.15 0.84 -0.39
49 H -0.02 -3.78 1.13
50 H 1.46 -4.07 0.27
51 H 1.35 -4.41 2.02
52 H 3.83 -2.99 1.56
53 H 3.77 -1.80 2.82
54 H 3.95 -1.32 1.09
55 H 1.30 -1.99 3.99
56 H 0.87 -0.41 3.41
57 H -0.28 -1.77 3.25
58 H -2.63 1.62 1.84
59 H -3.06 0.05 1.31
60 H -4.58 2.50 1.30
61 H -4.66 1.85 -0.29
62 H -7.32 1.32 0.45
63 H -6.27 0.65 -0.79
64 H -7.10 -1.28 1.32
65 H -8.32 -0.79 0.09
66 H -6.80 -1.51 -0.37
67 H -4.07 -0.16 3.21
68 H -5.31 0.27 4.44
69 H -4.29 1.53 3.76
70 H -2.71 3.44 1.33
71 H -1.67 4.62 0.64
72 H -3.13 5.24 -0.99
73 H -4.05 3.72 -0.95
74 H 1.08 2.67 -1.00
75 H 0.56 3.40 1.09
76 H 0.42 5.59 -0.27
77 H -0.69 2.60 -2.32
78 H -1.95 3.71 -2.39
79 H -3.75 2.89 -3.31
80 H -4.46 2.04 -1.97
81 H -5.19 -0.71 -3.61
82 N 0.58 -6.94 1.55
83 C -0.71 -7.23 1.47
84 C -1.20 -8.50 1.20
85 C -0.29 -9.53 1.01
86 C 1.06 -9.24 1.09
87 C 1.44 -7.93 1.37
88 H -1.39 -6.40 1.63
89 H -2.26 -8.68 1.15
90 H -0.62 -10.53 0.80
91 H 1.81 -10.01 0.95
92 H 2.49 -7.67 1.44
93 N 0.85 3.49 3.66
94 C 0.89 4.57 4.44
95 C 2.00 4.95 5.17
96 C 3.14 4.18 5.10
97 C 3.12 3.04 4.30
98 C 1.97 2.75 3.61
99 H -0.02 5.15 4.47
100 H 1.97 5.85 5.78
101 H 4.03 4.45 5.65
102 H 3.99 2.41 4.22
103 H 1.92 1.87 2.97
104 N -0.39 -1.68 -6.07
105 C -1.20 -1.55 -7.12
106 C -1.25 -2.44 -8.17
107 C -0.41 -3.54 -8.14
108 C 0.44 -3.70 -7.06
109 C 0.41 -2.75 -6.05
110 H -1.84 -0.67 -7.11
111 H -1.92 -2.28 -9.00
112 H -0.42 -4.27 -8.95
113 H 1.11 -4.55 -6.99
114 H 1.06 -2.84 -5.19
115 N 6.16 -3.36 0.39
116 C 5.98 -2.57 -0.67
117 C 7.00 -1.88 -1.30
118 C 8.29 -2.01 -0.81
119 C 8.50 -2.82 0.29
120 C 7.40 -3.47 0.85
121 H 4.96 -2.49 -1.03
122 H 6.80 -1.26 -2.16
123 H 9.12 -1.49 -1.27
124 H 9.48 -2.96 0.72
125 H 7.52 -4.12 1.71
126 N 5.32 5.62 3.52
127 C 4.70 5.50 2.35
128 C 5.34 5.65 1.13
129 C 6.69 5.94 1.12
130 C 7.35 6.06 2.33
131 C 6.62 5.89 3.50
132 H 3.64 5.29 2.40
133 H 4.78 5.55 0.21
134 H 7.22 6.06 0.19
135 H 8.41 6.28 2.37
136 H 7.10 5.97 4.47

The strongest force on any atom comes out at 2.110 eV/Å. As for the total charge: +1. As for the spin multiplicity: 1. Its energy above the lowest of the compared OMol25 structures with the same formula, charge and spin is 0.0 kcal per mole.

These are the Löwdin partial charges, in e, on atoms 1 to 2: atom 1 (C): 0.1625, atom 2 (C): -0.1145



Here is a structure of composition C7H14Cl2GaO at a distorted geometry from OMol25. Energies are from wB97M-V/def2-TZVPD.

Element x y z (Å)
1 Ga -4.44 -1.88 0.56
2 Cl -2.78 -2.92 1.46
3 Cl -5.19 -0.10 1.49
4 C -0.31 0.96 0.39
5 H -0.81 0.04 0.69
6 H -0.66 1.87 0.91
7 C 1.17 0.84 0.24
8 C 0.05 1.12 -0.97
9 H 1.73 1.71 0.57
10 C -0.28 0.02 -1.91
11 H 0.12 2.13 -1.36
12 C 0.02 -1.37 -1.32
13 H -1.34 0.07 -2.17
14 H 0.25 0.14 -2.86
15 C 1.46 -1.48 -0.82
16 H -0.67 -1.59 -0.49
17 H -0.17 -2.13 -2.08
18 C 1.83 -0.48 0.30
19 H 1.63 -2.50 -0.45
20 H 2.15 -1.31 -1.66
21 H 1.62 -0.96 1.27
22 H 2.92 -0.31 0.28
23 O 0.77 3.07 2.66
24 H 0.63 2.42 3.37
25 H 0.29 2.66 1.91

The strongest force on any atom comes out at 3.421 eV/Å. As for the total charge: -1. As for the spin multiplicity: 1. Its energy above the lowest of the compared OMol25 structures with the same formula, charge and spin is 0.0 kcal per mole.

These are the Löwdin partial charges, in e, on atoms 1 to 2: atom 1 (Ga): -0.5743, atom 2 (Cl): -0.1847